No. 1
DFT (ωB97M-V with the def2-TZVPD basis set) results for C14H7BrNO7V as an isolated structure.

ORCA input file:
```
! RIJCOSX wB97M-V def2-TZVPD def2/J DEFGRID3
* xyz 2 1
V 0.61003 -0.34400 -0.36495
O -2.18915 -1.82879 -5.50612
C -1.57322 -1.58200 -4.37538
C -1.57422 -2.46455 -3.27333
C -0.90596 -2.06688 -2.14982
N -0.29194 -0.88456 -2.07947
C -0.20115 -0.08135 -3.14701
C -0.83388 -0.37744 -4.31738
C 0.75571 1.03522 -2.85350
O 1.11207 1.91509 -3.53744
O 1.20660 0.82643 -1.53625
C -0.62243 -2.85205 -0.90415
O -0.96287 -3.93436 -0.61358
O 0.19151 -2.03795 -0.10041
H -2.66934 -2.67167 -5.51761
H -2.05638 -3.43375 -3.30980
H -0.75793 0.26453 -5.18527
Br 2.37283 -0.15346 1.44443
C 1.53941 0.94593 2.80427
C 2.45673 1.44251 3.69667
C 2.00303 2.18670 4.78746
C 0.65145 2.40427 4.97773
C -0.26248 1.88870 4.07410
C 0.16421 1.15341 2.96040
C -0.93530 0.71576 2.12011
O -2.06873 0.55842 2.21658
O -0.37770 0.50185 0.60276
H 3.51459 1.25930 3.56586
H 2.72734 2.58486 5.48535
H 0.30025 2.97453 5.82610
H -1.32307 2.05529 4.20962
*
```

HOMO: -16.7 eV
Electronic energy: -126167.912 eV
HOMO-LUMO gap: 0.2556 Ha
LUMO level: -9.7913 eV
F_max: 0.40 eV/Å

Results of the Mulliken charge analysis, in e, for atoms 1 through 5: 1.17 -0.43 0.98 -0.49 0.15

---

No. 2
DFT (ωB97M-V with the def2-TZVPD basis set) results for a 6-piece molecular cluster, C33H81FIN5O3S overall.

ORCA input file:
```
! RIJCOSX wB97M-V def2-TZVPD def2/J DEFGRID3
* xyz 0 1
C 3.66599 -2.62826 -0.29013
C 3.29061 -1.18214 0.08069
C 1.86435 -1.08674 0.58904
I 1.52420 0.77143 1.61040
O 1.00139 -1.19682 -0.54698
S -0.37816 -2.02135 -0.50051
O -0.08941 -3.38985 -0.15440
O -1.08751 -1.30236 0.85755
F -0.81628 -2.06802 2.02070
H 4.52065 -2.97864 0.28780
H 3.92265 -2.70106 -1.34769
H 2.83096 -3.31509 -0.12531
H 3.94193 -0.79192 0.86454
H 3.39357 -0.51791 -0.78015
H 1.64298 -1.88451 1.29756
C 2.87528 0.63885 -3.84525
C 1.54309 1.09415 -3.26978
N 1.55960 2.46541 -2.79351
C 0.40371 2.80942 -1.98243
C -0.97842 2.80058 -2.64888
C 1.98644 3.46434 -3.75730
C 1.19240 3.58399 -5.06500
H 3.68032 0.77114 -3.11909
H 2.81874 -0.41983 -4.10502
H 3.14290 1.18179 -4.75238
H 1.30360 0.46948 -2.40919
H 0.75446 0.90426 -4.01745
H 0.58378 3.79780 -1.54948
H 0.38524 2.11498 -1.13529
H -1.12821 3.66080 -3.30087
H -1.75440 2.83385 -1.88123
H -1.13987 1.89623 -3.23757
H 3.03185 3.26550 -4.00687
H 1.98976 4.42836 -3.24148
H 0.96605 2.60406 -5.48860
H 1.77892 4.13263 -5.80425
H 0.25228 4.11773 -4.93196
C -4.50103 1.37509 -1.07186
C -5.71678 1.20825 -0.17268
N -6.22049 -0.15464 -0.13322
C -7.51886 -0.27085 0.50715
C -7.60817 0.05365 2.00243
C -5.24456 -1.17221 0.22225
C -4.51739 -1.03479 1.56664
H -4.71510 1.02506 -2.08272
H -4.22526 2.42935 -1.12274
H -3.63313 0.83154 -0.69532
H -6.52808 1.83207 -0.55845
H -5.47208 1.60751 0.82496
H -7.88256 -1.28841 0.33931
H -8.20450 0.38703 -0.03569
H -7.18244 -0.73915 2.61655
H -8.65449 0.16418 2.29614
H -7.09838 0.98532 2.24994
H -4.49235 -1.19933 -0.56994
H -5.74925 -2.14051 0.17388
H -4.20358 -0.00577 1.75069
H -3.61804 -1.65141 1.55788
H -5.12556 -1.35947 2.41033
C 4.11221 -5.56987 -2.85559
C 4.05125 -5.03111 -4.27580
N 5.33323 -4.54947 -4.76126
C 5.23308 -3.78604 -5.99301
C 4.76345 -4.51141 -7.26000
C 6.43227 -5.49868 -4.68726
C 6.27638 -6.83522 -5.42517
H 4.51740 -4.81710 -2.17870
H 3.10751 -5.83001 -2.51949
H 4.72369 -6.46901 -2.77579
H 3.36707 -4.17731 -4.29720
H 3.60090 -5.79791 -4.92651
H 6.21022 -3.33280 -6.18176
H 4.54811 -2.95497 -5.79689
H 5.53743 -5.15531 -7.67580
H 4.50312 -3.77820 -8.02561
H 3.87757 -5.12005 -7.07467
H 6.62273 -5.70879 -3.63267
H 7.32669 -4.98394 -5.04729
H 5.28628 -7.26703 -5.27059
H 7.00794 -7.55176 -5.04732
H 6.43738 -6.73946 -6.49791
C 4.23813 2.76517 -0.57401
C 5.21348 3.92976 -0.55532
N 5.40350 4.49136 0.77212
C 6.12558 5.75071 0.76932
C 7.59007 5.74551 0.31298
C 5.77679 3.54340 1.80880
C 7.05798 2.72357 1.60284
H 3.27557 3.05421 -0.15124
H 4.06177 2.44034 -1.60084
H 4.61339 1.90705 -0.01372
H 4.81792 4.73280 -1.18430
H 6.15691 3.60925 -1.02733
H 6.06758 6.16849 1.77842
H 5.56570 6.43668 0.12607
H 8.25346 5.32063 1.06555
H 7.91974 6.76970 0.12841
H 7.72382 5.18598 -0.61363
H 4.94346 2.84976 1.94330
H 5.84581 4.10101 2.74648
H 7.13092 2.34260 0.58276
H 7.05627 1.86295 2.27471
H 7.95899 3.29870 1.81187
C -7.73484 -0.30634 9.77154
C -7.03842 -0.11946 8.43279
N -7.68983 -0.82767 7.34419
C -6.89147 -0.88100 6.13220
C -6.58952 0.43420 5.40430
C -9.10331 -0.54102 7.16064
C -9.51277 0.91503 6.89936
H -7.82795 -1.36563 10.01435
H -7.15433 0.17820 10.55756
H -8.73071 0.13757 9.78351
H -6.02354 -0.52053 8.50549
H -6.92699 0.96004 8.24056
H -7.38889 -1.56571 5.43870
H -5.94195 -1.35751 6.39514
H -7.45731 0.81064 4.86467
H -5.79792 0.27045 4.66988
H -6.24561 1.21133 6.08814
H -9.63463 -0.89366 8.04710
H -9.45533 -1.17208 6.34049
H -8.98723 1.60567 7.56085
H -10.58194 1.03558 7.08352
H -9.32160 1.22286 5.87232
*
```

HOMO: -8.0 eV
Electronic energy: -70775.538 eV
HOMO-LUMO gap: 0.2790 Ha
LUMO level: -0.4334 eV
F_max: 0.40 eV/Å

Results of the Mulliken charge analysis, in e, for atoms 1 through 5: -1.29 0.25 -0.78 0.00 -0.13

---

No. 3
DFT (ωB97M-V with the def2-TZVPD basis set) results for C32H42N3O3P2S5V as an isolated structure in a non-equilibrium geometry.

ORCA input file:
```
! RIJCOSX wB97M-V def2-TZVPD def2/J DEFGRID3
* xyz 1 4
V -18.09454 8.49780 4.12029
C -20.35802 8.46141 1.74787
C -19.14010 8.01940 0.92891
S -17.61258 7.94065 1.92114
C -17.27336 6.16720 2.31434
C -17.80335 5.49635 3.59154
S -17.40027 6.47420 5.20083
C -18.84307 6.80324 6.34520
C -18.69085 8.09469 7.14588
S -18.40378 9.66124 6.10804
C -19.96228 10.51799 5.60824
C -20.76647 9.93828 4.47011
S -19.74468 9.75332 2.98668
H -20.83950 7.60823 2.25790
H -21.01990 8.98784 1.09637
H -18.91193 8.71381 0.04090
H -19.33128 7.05819 0.47867
H -16.17123 6.09290 2.39334
H -17.60940 5.63435 1.43288
H -17.30077 4.52329 3.70181
H -18.91576 5.40484 3.51295
H -18.82024 5.95808 7.05659
H -19.76626 6.78972 5.76381
H -17.76472 8.03606 7.72626
H -19.53671 8.32093 7.77600
H -19.71221 11.57785 5.41935
H -20.60914 10.52352 6.51986
H -21.61243 10.57233 4.22257
H -21.12044 8.93509 4.77706
O -16.59651 11.28077 1.53571
S -16.89420 12.57217 2.17494
O -17.90219 13.37887 1.53761
O -17.04474 12.49135 3.64594
C -15.37286 13.55026 1.99034
C -15.40814 14.79307 1.32162
C -14.19932 15.43565 1.16123
C -13.02451 14.94294 1.72389
C -13.02553 13.78818 2.49463
C -14.23099 13.07680 2.61662
P -14.52791 11.61613 3.70497
C -13.17730 10.56889 3.23304
C -12.96421 10.44817 1.82101
C -11.80781 9.85099 1.35396
C -10.89379 9.28085 2.23480
C -11.15417 9.28557 3.58604
C -12.29922 9.86842 4.13512
C -13.86184 12.24016 5.23703
C -14.82425 12.45801 6.17363
C -14.45386 13.00522 7.40278
C -13.11322 13.23175 7.72657
C -12.14907 13.06432 6.73721
C -12.50604 12.61718 5.48534
H -16.34004 15.18839 0.97101
H -14.11134 16.37024 0.58102
H -12.05703 15.39854 1.49312
H -12.10381 13.39445 2.94348
H -13.75983 10.82203 1.13704
H -11.60348 9.89806 0.28353
H -9.99327 8.82306 1.85368
H -10.39565 8.92109 4.29797
H -12.44679 9.83293 5.23600
H -15.84977 12.28069 5.98196
H -15.22797 13.34638 8.05934
H -12.84464 13.56575 8.69967
H -11.11140 13.26757 6.95609
H -11.73045 12.51142 4.69718
C -11.40517 4.68245 6.54211
N -12.81262 4.82038 6.11853
C -13.68129 4.67381 7.31291
N -13.38248 5.72938 8.32194
C -11.96903 5.62586 8.70037
N -11.09002 5.69560 7.52795
C -11.03617 7.00032 6.89933
P -12.79710 7.56304 6.33729
C -13.06334 5.97942 5.32758
C -13.76813 7.02302 7.89160
H -10.75207 4.70049 5.64651
H -11.24782 3.68729 6.99313
H -13.60638 3.63694 7.71402
H -14.70837 4.74999 6.88379
H -11.83683 4.67889 9.24271
H -11.66929 6.45576 9.37808
H -10.32531 7.00233 6.04480
H -10.74367 7.72537 7.66116
H -12.42902 5.93558 4.43657
H -14.11429 5.92982 5.00448
H -14.81992 7.03161 7.63381
H -13.53355 7.85543 8.57371
*
```

<S²>: 3.7639
HOMO (alpha / beta): -8.6 / -8.6 eV
Electronic energy: -142908.820 eV
HOMO-LUMO gap (alpha / beta): 0.1580 / 0.1694 Ha
LUMO level (alpha / beta): -4.3082 / -3.9999 eV
F_max: 2.62 eV/Å

Results of the Mulliken charge analysis, in e, for atoms 1 through 5: 0.94 -0.65 -0.70 0.00 -0.77

---

No. 4
DFT (ωB97M-V with the def2-TZVPD basis set) results for one molecule with the formula CClNO4 in a non-equilibrium geometry.

ORCA input file:
```
! RIJCOSX wB97M-V def2-TZVPD def2/J DEFGRID3
* xyz 0 1
O 0.83610 -0.81037 1.48696
C 0.41170 -0.23567 0.58392
O 1.30417 0.27455 -0.59201
Cl 2.90571 -0.02487 -0.36139
N -0.85103 0.29978 0.03775
O -0.88608 0.54152 -1.12817
O -1.82400 0.33170 0.77292
*
```

HOMO: -11.1 eV
Electronic energy: -23233.351 eV
HOMO-LUMO gap: 0.3408 Ha
Structure (SMILES): O=C(OCl)[N+](=O)[O-]
LUMO level: -1.8564 eV
F_max: 6.29 eV/Å

Results of the Mulliken charge analysis, in e, for atoms 1 through 5: -0.25 0.45 -0.24 0.02 0.97

---

No. 5
DFT (ωB97M-V with the def2-TZVPD basis set) results for a 13-piece molecular cluster, C2H29O13 overall.

ORCA input file:
```
! RIJCOSX wB97M-V def2-TZVPD def2/J DEFGRID3
* xyz -1 1
C -2.83318 -16.58307 8.36692
C -3.33561 -17.81639 7.63698
O -4.10793 -18.66976 8.44440
H -2.01866 -16.10765 7.81274
H -2.53010 -16.81809 9.38084
H -3.64536 -15.85694 8.38729
H -2.50484 -18.39462 7.19156
H -3.92412 -17.49246 6.75979
O -5.02547 -20.08392 10.86166
H -4.62966 -19.79068 10.01831
H -4.27591 -20.42552 11.35807
O -7.01145 -19.18941 7.83549
H -6.05842 -19.00364 7.97112
H -7.08232 -20.14297 7.92015
O -4.79616 -19.76694 5.71508
H -4.58824 -19.31339 6.55289
H -4.43587 -20.64961 5.84453
O -2.36941 -18.93731 10.89513
H -2.69337 -18.65928 11.75933
H -3.03837 -18.61954 10.25009
O -4.16564 -16.76764 4.00308
H -3.88451 -17.50410 4.56169
H -4.36384 -16.05984 4.61988
O -6.04357 -17.40879 10.28539
H -5.88184 -18.18646 10.83872
H -5.66497 -17.70303 9.42995
O -4.67006 -13.51864 7.92127
H -5.55587 -13.52265 7.54717
H -4.70835 -14.17153 8.63830
O -4.24734 -21.60932 8.22235
H -5.03555 -21.68761 8.76747
H -3.93186 -20.70310 8.39370
O -2.12204 -14.01159 5.89885
H -3.04554 -14.24798 5.78239
H -2.06159 -13.79849 6.83570
O -4.64393 -14.88824 10.52993
H -4.49945 -14.77391 11.47197
H -4.77937 -15.84704 10.41475
O -1.46526 -15.92550 11.95327
H -1.22455 -15.12877 11.47230
H -1.35337 -16.63088 11.30487
O 0.04235 -17.89931 9.85463
H -0.84015 -18.15968 10.17917
H -0.07961 -17.76545 8.90986
*
```

HOMO: -6.1 eV
Electronic energy: -29165.068 eV
HOMO-LUMO gap: 0.3219 Ha
LUMO level: 2.6906 eV
F_max: 0.90 eV/Å

Results of the Mulliken charge analysis, in e, for atoms 1 through 5: 0.36 -0.25 -0.31 0.46 -0.44

---

No. 6
DFT (ωB97M-V with the def2-TZVPD basis set) results for a 2-piece molecular cluster, C4H12 overall in a non-equilibrium geometry.

ORCA input file:
```
! RIJCOSX wB97M-V def2-TZVPD def2/J DEFGRID3
* xyz 0 1
C -0.60031 1.43156 0.18296
C -1.23839 2.60935 0.92295
H 0.39815 1.44061 0.06194
H -0.84583 0.53794 0.70518
H -1.07845 1.36965 -0.89857
H -2.34439 2.63968 0.64180
H -0.78698 3.54722 0.72404
H -1.25173 2.55394 2.09577
C 0.60549 -2.60444 -0.82080
C 1.45420 -1.45024 -0.32593
H -0.52103 -2.62793 -0.98925
H 0.97682 -2.92766 -1.77957
H 0.80679 -3.17421 0.18922
H 0.63702 -0.88891 0.32074
H 2.40360 -1.75471 0.18193
H 1.38505 -0.70185 -1.21241
*
```

HOMO: -10.6 eV
Electronic energy: -4340.425 eV
HOMO-LUMO gap: 0.4297 Ha
Structure (SMILES): CC.CC
LUMO level: 1.0674 eV
F_max: 5.74 eV/Å

Results of the Mulliken charge analysis, in e, for atoms 1 through 5: -0.80 -0.90 0.42 0.25 0.23